No. 1
Formula: C3H10N2O2
Source: OMol25
Level of theory: ωB97M-V/def2-TZVPD

```
! wB97M-V def2-TZVPD RIJCOSX def2/J DEFGRID3
* xyz 0 1
C 1.294 1.689 0.238
C 0.039 -1.670 -0.935
C 0.474 -0.577 0.001
N 0.673 0.637 -0.551
H 1.212 -0.871 0.752
H 1.710 2.438 -0.434
H 2.106 1.281 0.843
H 0.571 2.188 0.892
H -0.234 -2.572 -0.388
H 0.874 -1.903 -1.599
H -0.813 -1.338 -1.526
N -1.083 -0.401 1.033
O -2.215 -0.123 0.076
O -1.924 1.074 -0.616
H -0.249 0.949 -0.977
H -1.389 -1.221 1.554
H -1.043 0.420 1.639
*
```

The calculation puts the LUMO energy at 0.598 eV. The calculation puts the HOMO energy at -7.3904 eV. The calculation puts the gap between HOMO and LUMO at 0.29356 Eh.

Computed natural (NBO) charges, given in elementary charges:
1. C -0.41
2. C -0.66
3. C 0.24
4. N -0.63
5. H 0.19
6. H 0.21
7. H 0.19
8. H 0.19
9. H 0.21
10. H 0.24
11. H 0.26
12. N -0.42
13. O -0.19
14. O -0.62
15. H 0.45
16. H 0.38
17. H 0.38

---

No. 2
Formula: C21H18ClNO4
Source: OMol25
Level of theory: ωB97M-V/def2-TZVPD

```
! wB97M-V def2-TZVPD RIJCOSX def2/J DEFGRID3
* xyz 0 1
C 5.109 0.158 1.957
O 4.451 0.429 0.743
C 3.365 1.253 0.761
C 2.822 1.834 1.902
C 1.701 2.635 1.786
C 1.100 2.871 0.563
C 1.647 2.295 -0.578
O 1.139 2.433 -1.847
C -0.074 3.127 -2.012
C -1.279 2.450 -1.342
O -2.296 3.057 -1.093
N -1.056 1.136 -1.100
C -1.820 0.239 -0.359
C -3.148 0.458 -0.026
C -3.822 -0.492 0.726
Cl -5.477 -0.222 1.132
C -3.192 -1.646 1.159
C -1.864 -1.862 0.830
C -1.173 -0.937 0.065
O 0.159 -1.035 -0.250
C 0.758 -2.257 -0.448
C 0.098 -3.353 -0.990
C 0.795 -4.527 -1.212
C 2.143 -4.613 -0.907
C 2.802 -3.511 -0.388
C 2.116 -2.333 -0.157
C 2.773 1.490 -0.475
H 5.498 1.071 2.417
H 4.450 -0.354 2.667
H 5.939 -0.498 1.701
H 3.256 1.669 2.876
H 1.278 3.081 2.673
H 0.218 3.489 0.517
H -0.250 3.149 -3.092
H -0.012 4.162 -1.657
H -0.137 0.778 -1.337
H -3.635 1.364 -0.346
H -3.728 -2.368 1.753
H -1.359 -2.749 1.183
H -0.949 -3.282 -1.247
H 0.279 -5.377 -1.632
H 2.679 -5.534 -1.082
H 3.855 -3.565 -0.161
H 2.615 -1.462 0.235
H 3.190 1.039 -1.360
*
```

The calculation puts the LUMO energy at 0.662 eV. The calculation puts the HOMO energy at -8.2844 eV. The calculation puts the gap between HOMO and LUMO at 0.32876 Eh.

Computed natural (NBO) charges, given in elementary charges:
1. C -0.25
2. O -0.50
3. C 0.33
4. C -0.34
5. C -0.16
6. C -0.36
7. C 0.39
8. O -0.51
9. C -0.17
10. C 0.66
11. O -0.60
12. N -0.61
13. C 0.11
14. C -0.25
15. C -0.04
16. Cl 0.01
17. C -0.23
18. C -0.27
19. C 0.32
20. O -0.51
21. C 0.28
22. C -0.24
23. C -0.21
24. C -0.23
25. C -0.19
26. C -0.25
27. C -0.33
28. H 0.18
29. H 0.18
30. H 0.20
31. H 0.22
32. H 0.22
33. H 0.23
34. H 0.22
35. H 0.21
36. H 0.43
37. H 0.27
38. H 0.23
39. H 0.23
40. H 0.22
41. H 0.22
42. H 0.22
43. H 0.22
44. H 0.23
45. H 0.23

---

No. 3
Formula: C24H33Cl2N4PtS2Se
Source: OMol25
Level of theory: ωB97M-V/def2-TZVPD

```
! wB97M-V def2-TZVPD RIJCOSX def2/J DEFGRID3
* xyz 1 1
Pt -1.370 -2.341 -0.580
Cl -2.896 0.049 -1.796
C -1.771 0.360 -3.078
C -2.035 1.476 -3.856
C -1.196 1.807 -4.903
C -0.089 1.026 -5.170
C 0.174 -0.080 -4.381
Cl 1.585 -1.013 -4.765
C -0.656 -0.461 -3.307
S -0.243 -1.942 -2.457
H -2.910 2.074 -3.637
H -1.410 2.674 -5.515
H 0.580 1.262 -5.987
C -1.495 -6.029 -0.105
N -1.264 -5.568 1.264
C -1.712 -4.426 1.773
S -2.827 -3.417 0.896
N -1.323 -4.095 3.005
C -1.806 -2.933 3.756
H -1.168 -7.063 -0.173
H -0.935 -5.424 -0.817
H -2.552 -5.972 -0.345
H -0.614 -6.110 1.813
H -0.690 -4.713 3.489
H -1.866 -2.070 3.103
H -1.100 -2.727 4.557
H -2.790 -3.124 4.183
C -0.829 0.859 4.097
C -0.423 2.063 3.251
C -1.520 2.534 2.298
C -1.785 1.584 1.131
N -0.624 1.481 0.247
C 0.210 0.435 0.107
Se -0.007 -1.245 0.979
N 1.161 0.748 -0.784
C 2.325 -0.064 -1.149
C 3.614 0.531 -0.586
C 3.676 0.559 0.940
C 3.837 -0.821 1.570
C 0.907 2.021 -1.281
C 1.538 2.770 -2.266
C 0.992 4.006 -2.552
C -0.144 4.479 -1.885
C -0.776 3.730 -0.911
C -0.223 2.488 -0.622
H -0.038 0.595 4.801
H -1.028 -0.021 3.481
H -1.731 1.078 4.674
H 0.487 1.837 2.683
H -0.161 2.893 3.910
H -1.273 3.523 1.904
H -2.458 2.644 2.848
H -2.621 1.928 0.524
H -2.015 0.581 1.479
H 2.354 -0.126 -2.236
H 2.146 -1.066 -0.772
H 3.748 1.541 -0.983
H 4.443 -0.066 -0.975
H 2.779 1.051 1.336
H 4.514 1.192 1.239
H 2.983 -1.468 1.362
H 3.937 -0.745 2.654
H 4.733 -1.317 1.187
H 2.407 2.399 -2.796
H 1.448 4.624 -3.316
H -0.539 5.453 -2.146
H -1.662 4.093 -0.407
*
```

The calculation puts the LUMO energy at -3.938 eV. The calculation puts the HOMO energy at -10.2007 eV. The calculation puts the gap between HOMO and LUMO at 0.23014 Eh.

Computed natural (NBO) charges, given in elementary charges:
1. Pt 0.37
2. Cl 0.01
3. C -0.08
4. C -0.23
5. C -0.19
6. C -0.21
7. C -0.08
8. Cl 0.03
9. C -0.16
10. S -0.13
11. H 0.24
12. H 0.23
13. H 0.24
14. C -0.42
15. N -0.55
16. C 0.38
17. S -0.24
18. N -0.56
19. C -0.42
20. H 0.22
21. H 0.22
22. H 0.23
23. H 0.40
24. H 0.40
25. H 0.23
26. H 0.22
27. H 0.22
28. C -0.62
29. C -0.40
30. C -0.41
31. C -0.22
32. N -0.35
33. C 0.31
34. Se 0.04
35. N -0.37
36. C -0.23
37. C -0.41
38. C -0.39
39. C -0.62
40. C 0.17
41. C -0.22
42. C -0.19
43. C -0.19
44. C -0.22
45. C 0.11
46. H 0.22
47. H 0.20
48. H 0.21
49. H 0.19
50. H 0.22
51. H 0.21
52. H 0.22
53. H 0.23
54. H 0.24
55. H 0.24
56. H 0.25
57. H 0.21
58. H 0.22
59. H 0.18
60. H 0.22
61. H 0.20
62. H 0.22
63. H 0.21
64. H 0.24
65. H 0.23
66. H 0.23
67. H 0.23

---

No. 4
Formula: C17H12ClI2N2O9RhS
Source: OMol25
Level of theory: ωB97M-V/def2-TZVPD

```
! wB97M-V def2-TZVPD RIJCOSX def2/J DEFGRID3
* xyz 0 5
Rh -0.151 0.258 -0.038
I 5.226 0.248 0.430
C 3.806 0.107 1.894
C 4.152 -0.185 3.205
C 3.192 -0.332 4.192
I 3.838 -0.764 6.101
C 1.787 -0.203 3.896
C 0.752 -0.369 4.831
C -0.554 -0.257 4.423
C -0.825 0.021 3.082
N 0.135 0.198 2.192
C 1.415 0.085 2.580
C 2.423 0.270 1.519
O 2.073 0.536 0.362
H 5.195 -0.311 3.459
H 0.988 -0.596 5.861
H -1.369 -0.394 5.117
H -1.841 0.092 2.713
O -3.129 1.585 -2.172
Cl -2.428 0.384 -1.857
O -2.976 -0.756 -2.487
O -0.995 0.548 -2.219
O -2.404 0.197 -0.379
C -0.159 3.740 0.271
O -0.368 2.516 -0.425
H -1.092 4.296 0.361
H 0.593 4.350 -0.229
H 0.197 3.482 1.266
H -0.777 2.649 -1.290
O 3.217 -5.013 -0.005
S 2.233 -4.676 -0.999
O 1.759 -5.714 -1.869
N 0.996 -3.866 -0.314
C 0.972 -2.625 -0.715
O 0.157 -1.765 -0.255
C 2.015 -2.238 -1.717
C 2.228 -1.034 -2.364
C 3.292 -0.948 -3.253
C 4.121 -2.043 -3.488
C 3.898 -3.257 -2.846
C 2.835 -3.319 -1.971
H 1.577 -0.184 -2.204
H 3.474 -0.020 -3.779
H 4.941 -1.952 -4.188
H 4.526 -4.118 -3.029
*
```

The calculation puts the LUMO energy (spin up / spin down) at -1.640 / -3.676 eV. The calculation puts the HOMO energy (spin up / spin down) at -8.8229 / -8.7576 eV. The calculation puts the gap between HOMO and LUMO (spin up / spin down) at 0.26398 / 0.18675 Eh.

Computed natural (NBO) charges, given in elementary charges:
1. Rh 1.38
2. I 0.31
3. C -0.18
4. C -0.27
5. C -0.08
6. I 0.26
7. C -0.16
8. C -0.10
9. C -0.23
10. C 0.09
11. N -0.48
12. C 0.20
13. C 0.39
14. O -0.54
15. H 0.25
16. H 0.24
17. H 0.24
18. H 0.23
19. O -0.81
20. Cl 2.52
21. O -0.76
22. O -0.89
23. O -0.88
24. C -0.24
25. O -0.76
26. H 0.19
27. H 0.18
28. H 0.18
29. H 0.52
30. O -0.94
31. S 2.29
32. O -0.93
33. N -0.79
34. C 0.62
35. O -0.75
36. C -0.17
37. C -0.16
38. C -0.21
39. C -0.20
40. C -0.21
41. C -0.22
42. H 0.22
43. H 0.22
44. H 0.22
45. H 0.23